[1]
This record from OMol25 describes a 2-piece molecular cluster, C5H14NO overall in a non-equilibrium geometry. The level of theory is wB97M-V/def2-TZVPD.

Geometry (Å):
O -0.08600 -2.78796 -2.92200
N 0.01304 -0.93657 -0.74347
C 0.69186 1.48716 1.19887
C 0.28120 0.45463 2.19487
C -0.16722 1.59174 -0.09603
C -1.03530 0.13929 2.60544
C 0.08210 0.55317 -1.17606
H -1.18841 1.70601 0.28842
H 1.10631 0.16802 2.84720
H 1.08361 0.62046 -1.58791
H -1.87787 0.60419 2.10174
H -0.18859 -1.56788 -1.54544
H -0.06546 -3.74761 -3.01545
H 1.72179 1.23255 0.91836
H 0.73032 2.41693 1.78890
H -1.18700 -0.39907 3.53688
H -0.76765 -0.97030 -0.08757
H -0.04905 2.55739 -0.58933
H 0.66191 -2.53624 -3.48271
H -0.60970 0.58588 -2.01492
H 0.85012 -1.17178 -0.21978

Spin multiplicity = 2
Kohn-Sham gap (alpha / beta) = 0.3517 / 0.2196 Ha
Molecular weight = 104.17 g/mol
Charge = +2
E_LUMO (alpha / beta) = -9.349 / -12.942 eV
HOMO (alpha / beta) = -18.92 / -18.92 eV
E_tot = -8929.52193 eV
Energy above the lowest of the compared OMol25 structures with the same formula, charge and spin = 88.3 kJ/mol

[2]
This record from OMol25 describes C5H12N2O as an isolated structure in a non-equilibrium geometry. The level of theory is wB97M-V/def2-TZVPD.

Geometry (Å):
O 1.41895 1.31448 1.19654
N 0.54059 0.08665 -0.69266
N -2.83959 -1.05387 -0.11899
C -0.72020 -0.21625 0.00692
C 1.65892 0.81298 0.02331
C 2.76224 0.95068 -0.87145
C -0.77505 -0.87158 1.42878
C -1.72247 -0.95644 -0.94050
H -1.89151 1.40043 -0.15499
H -1.44294 -1.93454 -1.35771
H 2.49581 -0.12759 0.03882
H 3.70260 1.33011 -0.26459
H -3.72979 -0.89735 -0.61646
H 0.09999 -0.40742 1.88709
H -1.70134 -0.55358 1.89861
H -1.37472 0.67244 0.02855
H 2.75286 1.51933 -1.82568
H -1.74963 -0.34086 -1.91199
H -0.60576 -1.95784 1.59296
H 0.96523 -0.76490 -1.08776

Kohn-Sham gap = 0.2142 Ha
Molecular weight = 116.16 g/mol
E_LUMO = -1.648 eV
HOMO = -7.48 eV
E_tot = -10395.91022 eV
Energy above the lowest of the compared OMol25 structures with the same formula, charge and spin = 1207.4 kJ/mol

[3]
This record from OMol25 describes a 4-piece molecular cluster, C48H104N10O8P3 overall in a non-equilibrium geometry. The level of theory is wB97M-V/def2-TZVPD.

Geometry (Å):
P 4.56373 -4.36929 -4.49326
P 3.24102 3.85692 6.15425
P -4.79478 -5.24856 2.65220
O -5.58951 -4.32611 1.69561
O -4.49245 6.71929 0.12833
O 4.53516 3.32204 5.49346
O -1.67060 4.98839 -0.96350
O 0.59200 1.13814 1.40679
O -0.64444 -0.76503 0.62010
O 3.77388 -3.07234 -4.79590
O 1.02972 3.02410 -4.26648
N 3.35086 5.33551 5.28500
N 4.44328 -4.12631 -2.81320
N -3.88119 -6.30897 3.75186
N 2.22851 3.07933 -3.66073
N 5.47172 -5.86024 -4.14536
N 2.27951 2.70360 5.35331
N 6.00508 -3.70204 -5.14990
N 1.75331 4.47181 6.91389
N -5.32994 -6.65363 1.81957
N -3.30271 -4.67660 2.06676
C 4.21841 1.52585 -2.81652
C 5.86072 -3.32250 -6.56435
C 6.92802 -5.99143 -4.14563
C 1.67912 1.87762 0.74731
C 0.98626 2.88024 4.71570
C -5.68888 3.04372 -1.59222
C -3.35225 6.99641 -0.80664
C -0.32130 2.79587 -0.92184
C 3.81755 4.90058 -2.87997
C 1.27221 2.44075 -0.76995
C 2.27504 3.70181 -1.07285
C -3.34206 -1.58429 -2.85579
C -4.93602 -0.41533 -4.60039
C -3.35808 1.10833 -3.13750
C 3.13036 5.36383 3.83975
C 2.24545 0.62745 -4.32124
C 6.69888 -2.61428 -4.46172
C 0.97362 5.62056 6.45511
C 5.45976 -4.30725 -1.79131
C 4.59624 6.06719 5.56648
C -6.79510 -6.79090 1.82318
C -5.15495 2.03584 -0.41447
C -2.91207 -3.38987 2.64844
C 2.58136 1.72022 -3.09992
C -4.85559 -6.93895 0.46615
C 2.30916 1.38606 5.99351
C -4.43095 2.60892 0.94872
C -3.57249 -7.71866 3.51627
C -3.99845 -0.30433 0.21565
C -2.09962 -5.42717 1.75138
C -4.24333 4.25450 1.10206
C -0.81616 4.13761 -0.12034
C -4.76321 5.27488 -0.11283
C -5.27178 0.38930 -0.54655
C -1.94103 6.29863 -0.33848
C 3.14932 -4.53939 -2.26394
C 0.55167 -0.27751 1.01000
C 1.64990 1.24393 -1.82470
C 1.97493 4.61080 8.35806
C -4.29336 -0.23462 -3.06570
C -4.42559 -6.17556 5.10829
C 2.32572 4.18777 -2.63746
C 1.82439 -1.31230 0.94098
C -6.61658 -0.01720 0.36225
C -5.57454 -0.15397 -2.05657
C 1.21865 5.39168 -2.81416
C 4.90853 -6.96003 -4.93741
C -5.50904 4.66710 -1.44833
H -6.55546 -1.17017 0.55595
H 5.26990 -7.93448 -4.58874
H -5.87824 5.44582 -2.26340
H 5.34356 -2.36604 -6.68386
H 2.09783 4.64419 -0.37105
H -2.49158 0.88690 -3.91824
H -4.22676 -0.00411 -5.44032
H -3.75764 -6.61825 5.85635
H 2.06894 5.31957 3.60394
H -7.27131 -6.14736 1.07777
H -4.10124 -0.18997 1.39921
H -2.17812 -2.86935 2.02280
H -2.36911 -1.18186 -2.29301
H 7.44247 -2.13414 -5.10863
H -4.46513 -8.35501 3.54096
H 0.03797 5.69273 7.02255
H 4.83573 6.01933 6.63475
H 4.68076 4.26754 -2.40284
H -3.16302 8.17314 -0.86823
H 4.58893 0.45666 -3.14794
H 5.44775 5.65962 5.01388
H -3.82222 -2.39096 -2.15720
H 0.75845 2.02963 4.06272
H -2.94535 -2.00878 -3.88576
H 1.56325 -2.29864 1.54564
H -1.41399 -4.82144 1.14738
H -6.04383 -0.04139 -4.67688
H 5.63792 -5.36270 -1.56128
H 1.28728 6.05269 -1.82228
H 7.40945 -5.27540 -3.47755
H 2.70852 1.32252 0.71006
H 1.64858 1.36019 6.86714
H 1.86291 2.85581 1.40644
H 1.50746 6.56982 6.58273
H 7.36011 -5.88599 -5.14790
H -3.62637 6.67379 -1.91188
H -6.66534 0.63126 1.36033
H 5.16095 -3.81533 -0.85828
H 0.10589 5.03113 -2.87760
H -2.97293 0.20238 -0.05905
H 7.27302 -2.98806 -3.61625
H 1.95564 -1.66962 -0.19010
H -5.45985 -7.71356 -0.02047
H 2.50776 1.09646 -5.37981
H 0.04205 4.78813 0.33910
H -1.55508 -5.74004 2.64817
H 3.97224 5.14449 -4.01965
H -3.84757 -7.34860 0.48199
H 3.10950 -5.62605 -2.13032
H 7.21826 -6.97872 -3.76662
H -4.01790 1.96477 1.83613
H 6.83991 -3.25158 -7.05088
H 1.10545 0.33257 -4.25439
H -7.20248 -6.52509 2.80512
H -0.99137 1.88846 -0.53653
H 3.37565 3.32883 -0.80243
H 3.76184 5.92635 -2.27851
H -0.53693 2.84622 -2.09514
H 5.28961 -4.08292 -7.10880
H -6.20851 2.63366 -2.55975
H -1.46073 3.75148 0.80670
H 3.32039 1.13501 6.33141
H 2.28179 0.43921 -1.23774
H -6.00631 -1.26053 -1.94689
H -6.41919 0.46273 -2.59083
H -3.71538 4.73207 2.05656
H -3.90829 -1.47433 -0.00368
H 0.95296 3.74639 4.06187
H -4.87445 -6.05047 -0.17310
H -2.49038 -3.52496 3.65054
H -1.07278 7.03022 -0.70589
H 4.49154 7.12764 5.31146
H 0.17039 2.96253 5.44112
H 2.32899 -4.25433 -2.93147
H 0.64108 0.72506 -2.13223
H -3.05305 -7.87731 2.56980
H 0.66900 5.52545 5.41158
H -7.57658 0.21746 -0.30600
H 1.03241 4.75628 8.89862
H 4.76982 2.31396 -3.48607
H -2.96327 1.50083 -2.10846
H -4.01167 1.96715 -3.64500
H 2.64455 5.44984 8.57484
H 2.00960 0.59243 5.29964
H 2.81218 -0.88402 1.40190
H 5.15358 -6.84678 -5.99878
H 2.94592 -4.05672 -1.30129
H -1.80179 6.20804 0.82666
H -7.09002 -7.82773 1.62682
H 6.40810 -3.84820 -2.05354
H 2.43275 3.69937 8.75895
H 3.64855 4.54676 3.32764
H 4.47466 1.62885 -1.65905
H 3.47185 6.30630 3.39581
H 1.55374 6.09341 -3.69050
H -2.29737 -6.30627 1.14565
H 3.81695 -6.97388 -4.84113
H -5.41105 -6.64706 5.18534
H -3.77377 -2.71933 2.73591
H -2.88568 -8.08871 4.28699
H -4.53517 -5.11662 5.36840
H 2.85787 -0.38595 -4.17904
H -4.98313 -1.59726 -4.76138
H 6.00815 -1.83904 -4.11489

Spin multiplicity = 2
Kohn-Sham gap = 0.2290 Ha
Molecular weight = 1042.34 g/mol
E_LUMO = -1.456 eV
HOMO = -7.69 eV
E_tot = -110577.92498 eV